No. 1
Formula: C18H19NO5S2
Source: OMol25
Level of theory: wB97M-V/def2-TZVPD

Results
Calculated total energy (Ha): -1924.7127
HOMO energy (eV): -8.0
Lowest unoccupied orbital energy (eV): 0.468
Kohn-Sham gap (eV): 8.4
Structure (SMILES): CCOC(=O)c1c(NC(=O)CSc2ccccc2C(=O)O)sc(C)c1C
Energy above the lowest of the compared OMol25 structures with the same formula, charge and spin (kcal/mol): 0.00

Geometry (Å):
C: -1.727 -0.359 -1.388
H: 0.063 3.342 0.493
O: -2.636 -0.478 -0.595
H: -0.587 1.813 -1.263
H: 5.889 -2.097 0.824
S: -3.112 1.592 -2.807
H: -3.649 5.423 0.105
H: 4.258 -2.593 -1.726
O: 2.114 -1.182 -1.519
H: -0.902 0.587 -3.161
C: -0.172 -2.242 2.412
C: 1.084 -1.781 0.520
O: 3.360 -2.141 0.073
H: -6.265 4.893 -1.896
C: -4.648 3.905 -1.874
C: -0.169 -1.338 0.130
H: 2.010 -3.188 3.551
C: -1.857 0.247 -2.764
H: -2.278 -0.498 -3.441
H: -1.659 -2.493 3.903
O: -4.978 3.231 -2.827
C: -2.529 2.690 -1.578
S: -1.363 -1.541 1.340
C: -0.598 -2.683 3.771
C: 4.484 -2.052 -0.801
H: 0.343 -0.728 -1.713
H: 5.496 -3.685 0.161
H: -0.417 -3.749 3.909
C: -3.369 3.749 -1.185
C: -0.907 3.457 0.031
C: 2.206 -1.670 -0.398
C: 2.266 -2.861 2.548
C: 5.686 -2.645 -0.092
O: -5.444 4.865 -1.382
H: -1.451 5.154 1.225
N: -0.465 -0.779 -1.085
H: 2.667 -3.705 1.990
H: 6.556 -2.590 -0.740
H: -0.052 -2.142 4.545
C: -1.753 4.479 0.440
C: 1.066 -2.307 1.854
C: -2.976 4.628 -0.177
H: 4.651 -0.999 -1.059
H: 3.048 -2.107 2.608
C: -1.283 2.578 -0.964



No. 2
Formula: C42H57Br2N12O2ScSe2
Source: OMol25
Level of theory: wB97M-V/def2-TZVPD

Results
Net charge: +2
Calculated total energy (Ha): -13153.4699
HOMO energy (eV): -10.8
Lowest unoccupied orbital energy (eV): -5.609
Kohn-Sham gap (eV): 5.2
Energy above the lowest of the compared OMol25 structures with the same formula, charge and spin (kcal/mol): 34.94

Geometry (Å):
H: -0.779 3.603 -2.602
N: 0.430 5.112 0.845
C: 1.850 4.346 -3.459
C: 0.241 4.365 -0.255
H: -0.470 -0.380 -3.815
H: -6.433 3.183 0.519
C: -0.348 8.743 0.841
C: 0.075 -8.685 0.357
H: 0.846 -3.353 1.864
H: 4.444 5.807 3.879
H: -1.605 5.202 -2.866
H: 1.994 -4.415 -0.384
C: 1.309 -0.617 -1.641
H: -1.069 -4.854 -2.181
C: -5.141 1.603 -0.325
Br: -4.368 -2.712 -2.085
H: 1.808 -7.098 3.511
H: 0.263 -1.807 -4.609
H: -0.339 -9.075 -0.564
H: 4.186 7.359 3.174
C: 0.059 -1.335 -3.628
H: -2.236 -5.833 -2.971
N: 2.456 -0.236 -1.041
H: -1.183 -8.566 -3.172
N: -0.214 0.024 4.209
H: 2.353 0.169 -0.125
H: 3.393 -0.298 -1.474
C: 1.194 -4.283 2.355
C: -0.565 -5.144 0.764
H: 0.510 6.150 -3.650
C: -3.053 3.044 0.834
C: -1.727 -6.552 -0.998
C: -5.893 -0.414 -1.479
H: 0.463 7.507 2.393
C: -5.392 2.833 0.334
C: 3.717 6.397 3.321
C: -0.811 8.790 -0.483
H: -0.659 -1.995 -3.061
C: -0.605 -7.848 -3.767
C: -0.521 6.437 -0.700
H: 3.071 -5.377 2.664
H: 0.557 -0.768 2.380
C: 0.062 7.533 1.393
C: -0.145 -0.125 2.881
N: -1.526 1.538 3.164
N: -0.936 0.764 2.247
C: 2.855 4.923 -2.459
C: 3.448 -3.816 1.124
H: -2.260 3.568 1.350
C: 2.750 -4.369 2.398
H: 3.494 -3.873 -1.060
H: -1.237 -7.601 -4.629
H: 3.248 -2.728 1.089
H: 3.011 -3.801 3.287
C: -0.887 7.639 -1.274
C: 1.369 -8.904 2.443
C: -4.616 -0.955 -1.433
H: 0.734 -10.564 1.301
H: 2.832 6.573 3.950
Br: -7.949 0.962 -0.361
C: -0.634 4.679 -2.616
H: 2.858 6.436 1.304
C: -3.559 -0.235 -0.758
C: -6.147 0.709 -0.735
H: 0.033 4.685 -4.579
H: -1.375 0.871 6.244
H: 2.832 3.868 2.957
H: 3.450 -5.452 -0.274
N: 0.516 -5.361 1.608
H: 2.363 4.373 -4.414
H: 4.320 5.477 1.521
C: 2.536 4.459 2.069
H: -4.520 4.461 1.438
C: 0.826 -6.731 1.658
O: -2.414 -0.747 -0.385
N: -1.437 1.624 5.555
H: -1.202 7.646 -2.306
H: 0.582 -6.841 -2.264
N: 1.291 -1.100 -2.897
N: -0.328 5.125 -1.239
H: 4.516 -3.890 1.266
C: -0.186 -6.618 -3.003
H: 0.795 -4.321 3.382
H: 2.760 3.811 1.222
H: -1.975 -7.632 -1.115
C: 0.057 -7.326 0.635
C: 1.414 -7.516 2.627
Se: 1.040 2.738 -0.561
H: 1.657 3.304 -3.186
C: -3.823 1.120 -0.341
H: -2.687 -6.128 -0.629
C: -4.338 3.565 0.860
N: -1.124 1.071 4.323
H: 2.342 5.186 -1.528
N: -0.723 -6.332 0.101
H: 2.153 -1.006 -3.453
C: 0.473 5.051 -3.639
Se: -1.636 -3.674 0.645
H: 0.266 -8.368 -4.209
H: 1.858 -9.520 3.170
H: 0.287 -5.931 -3.710
C: 3.063 -4.434 -0.220
H: -6.722 -0.898 -2.039
N: -2.790 1.866 0.222
C: 1.005 4.656 2.112
C: -0.065 6.383 0.630
H: -2.397 1.998 5.563
H: 0.510 3.727 2.400
H: 0.745 5.357 2.873
H: -0.292 9.682 1.341
H: 3.657 4.174 -2.211
Sc: -1.008 0.743 0.075
H: -1.090 9.751 -0.889
C: 3.376 5.743 1.977
C: -1.365 -5.899 -2.337
C: 0.663 -9.481 1.348
H: 3.324 5.786 -2.922
O: 0.212 -0.481 -0.985



No. 3
Formula: C4H6N2O
Source: OMol25
Level of theory: wB97M-V/def2-TZVPD

Results
Calculated total energy (Ha): -340.5949
HOMO energy (eV): -9.2
Lowest unoccupied orbital energy (eV): -1.018
Kohn-Sham gap (eV): 8.2
Structure (SMILES): C/C=N\N=C/C=O
Energy above the lowest of the compared OMol25 structures with the same formula, charge and spin (kcal/mol): 125.53

Geometry (Å):
H: -2.312 -1.140 -0.451
H: 1.907 1.801 1.021
N: 0.435 -0.564 0.836
H: 3.299 0.685 1.866
H: 1.122 -0.921 2.627
C: -0.536 0.275 -1.014
N: 0.602 0.087 -0.249
C: 1.189 -0.299 1.841
C: 2.208 1.087 1.972
O: -2.385 -0.482 -2.386
C: -1.877 -0.385 -1.285
H: 2.018 1.738 2.757
H: -0.117 0.959 -1.918



Q: HOMO energy of number 3 (C4H6N2O)?
A: -9.2 eV